Record 1
C2H6NO2 | ωB97M-V/def2-TZVPD

Geometry (Å):
C1 0.84 -1.01 1.57
C2 1.01 -0.51 0.25
N1 0.55 0.08 -0.79
O1 1.99 -1.12 0.71
O2 -1.91 1.33 -1.43
H1 1.10 -0.46 2.40
H2 0.39 -1.91 1.92
H3 1.10 -0.09 -1.61
H4 -2.79 1.57 -1.65
H5 -0.53 0.45 -0.87
H6 -1.75 1.67 -0.52

The HOMO-LUMO gap comes out at 12.762 eV. For the HOMO energy, the calculation gives -0.6129 Eh. The relative energy (zero: lowest compared OMol25 entry of this formula, charge and spin) comes out at 64.9 kcal per mole. As for the charge: +1.

Record 2
C3H8NO | ωB97M-V/def2-TZVPD

Geometry (Å):
C1 -0.22 -0.81 -0.36
O1 -0.77 -2.04 0.15
C2 0.88 0.70 -0.05
C3 0.76 -0.38 0.87
N1 1.90 1.10 -0.77
H1 0.29 -1.25 -1.22
H2 -1.12 -0.30 -0.66
H3 0.24 1.57 0.22
H4 -2.94 1.35 0.11
H5 1.57 -1.10 0.89
H6 0.10 -0.44 1.72
H7 -2.80 0.97 0.74
H8 2.09 0.63 -1.65

The HOMO-LUMO gap comes out at 7.171 eV. For the HOMO energy, the calculation gives -0.0881 Eh. The relative energy (zero: lowest compared OMol25 entry of this formula, charge and spin) comes out at 113.8 kcal per mole. As for the charge: -1.

Record 3
C2H4BrOP | ωB97M-V/def2-TZVPD

Geometry (Å):
C1 -0.97 0.20 0.88
C2 0.85 -0.59 -0.75
O1 0.46 2.33 0.43
P1 -0.29 1.32 -0.27
Br1 -0.12 -2.16 -1.33
H1 -1.76 -0.41 0.54
H2 -1.12 0.54 1.90
H3 1.30 -0.96 0.19
H4 1.65 -0.27 -1.58

The HOMO-LUMO gap (spin up / spin down) comes out at 7.573 / 7.534 eV. For the HOMO energy (spin up / spin down), the calculation gives -0.3500 / -0.3514 Eh. The relative energy (zero: lowest compared OMol25 entry of this formula, charge and spin) comes out at 81.2 kcal per mole. As for the charge: 0.

Record 4
C6H10F2 | ωB97M-V/def2-TZVPD

Geometry (Å):
C1 0.76 1.69 1.30
C2 -0.48 1.03 0.77
F1 -1.55 1.49 1.52
C3 -0.71 0.13 -0.23
C4 -2.05 -0.40 -0.57
C5 0.54 -0.39 -1.02
C6 1.34 -1.45 -0.30
F2 0.15 -1.09 -2.18
H1 1.59 1.51 0.67
H2 0.63 2.72 1.47
H3 1.06 1.21 2.22
H4 -1.89 -1.38 -1.03
H5 -2.62 0.17 -1.25
H6 -2.62 -0.46 0.37
H7 1.09 0.49 -1.36
H8 0.75 -2.26 0.11
H9 2.03 -1.86 -1.09
H10 1.98 -1.15 0.59

Its SMILES is C/C(F)=C(/C)[C@@H](C)F. The HOMO-LUMO gap comes out at 9.938 eV. For the HOMO energy, the calculation gives -0.3309 Eh. The relative energy (zero: lowest compared OMol25 entry of this formula, charge and spin) comes out at 12.4 kcal per mole. As for the charge: 0.